1.
Below is 7 unconnected molecules or ions with the total composition C39H40IN6O12P at a distorted geometry, with properties calculated with ωB97M-V with the def2-TZVPD basis set.

```
99
Properties=species:S:1:pos:R:3:forces:R:3
I 0.480 -7.049 7.462 -0.0131 0.4140 -0.9373
P 4.049 -5.504 5.707 -0.0067 0.9786 0.2564
O 5.334 -2.160 3.013 0.1586 0.1708 1.8559
O -1.790 -1.537 -0.705 -1.7837 -0.1342 -0.4493
O -3.989 4.873 -2.264 1.6597 0.8419 -0.3926
O 0.255 -6.247 1.118 -1.2682 -0.7396 1.0748
O -3.227 1.464 -6.596 0.9772 1.6193 -1.4636
O -0.467 -7.665 2.628 -0.1878 1.3081 -1.1242
O 4.857 2.407 -0.405 -1.6304 0.3692 -0.5170
O 3.323 3.603 -1.419 0.5901 -1.3802 0.9069
O -3.939 -1.825 -0.370 1.4241 0.6032 -0.9375
O -1.830 4.914 -2.652 -1.5981 0.7555 0.3154
O 5.519 -2.918 5.063 0.1848 1.6531 -1.4936
O -2.745 2.196 -8.607 0.1822 -0.1139 1.9090
N -2.581 2.176 -7.379 -0.7154 -0.4210 -0.8450
N -0.640 -6.742 1.820 1.2364 -0.4461 0.0633
N 5.468 -1.997 4.235 -0.0739 -0.9755 -0.6690
N -2.931 5.468 -2.512 -0.1661 -1.2871 0.2012
N 3.692 2.609 -0.776 0.8387 0.8466 -0.2919
N -2.969 -1.541 -1.088 0.0370 -0.1279 0.8571
C 3.049 0.472 0.309 -0.0415 0.0278 -0.0189
C 1.249 -4.581 5.499 0.1666 -0.0020 0.3061
C -1.305 3.035 -5.432 0.0125 -0.0071 -0.0946
C -3.095 9.692 -2.976 -0.0011 -0.1365 0.0184
C -4.203 7.598 -2.488 0.0459 -0.0110 -0.0201
C -1.880 9.023 -3.137 -0.3255 -0.2242 0.0905
C -3.235 -1.190 -2.488 -0.1872 0.1847 -0.8126
C 5.813 0.921 6.579 -0.0540 -0.0796 -0.4091
C -1.818 7.637 -2.976 -0.0839 -0.0154 -0.0046
C 5.547 1.759 4.322 0.0210 -0.3100 0.2261
C 5.740 -0.391 6.106 -0.0223 0.0087 -0.0502
C -4.554 -1.161 -2.958 0.0142 0.0085 0.0238
C 5.476 0.452 3.837 -0.0166 -0.0334 0.0834
C -3.035 -6.717 2.466 0.0261 0.0157 -0.0249
C -0.809 3.891 -7.657 0.0130 -0.0042 -0.0017
C -4.329 -6.213 2.312 0.3152 0.1588 -0.2229
C 0.186 4.706 -7.115 -0.2639 -0.2538 0.2139
C -2.165 -0.899 -3.345 -0.0114 0.0195 -0.0764
C -3.543 -4.689 0.601 0.0908 -0.3689 0.1515
C 2.087 -0.494 0.612 -0.0612 0.3867 -0.2180
C -4.253 8.984 -2.648 0.3647 -0.2147 -0.0507
C 0.439 4.683 -5.742 -0.1254 -0.1023 -0.0506
C 5.567 -0.621 4.735 0.0244 0.9413 0.3331
C -2.422 -0.589 -4.682 -0.2791 -0.1636 0.4202
C -0.305 3.853 -4.902 0.0561 -0.0561 -0.3569
C -4.799 -0.847 -4.297 0.4763 -0.0512 0.2257
C 0.406 0.797 -0.561 0.4180 0.0029 0.0918
C -3.735 -0.567 -5.155 -0.2468 -0.4950 0.1167
C -4.580 -5.206 1.379 0.1559 -0.0733 0.0212
C 0.772 -0.332 0.174 0.1058 -0.0258 0.0834
C -1.997 -6.201 1.678 -0.9160 0.3783 -0.1148
C -1.549 3.053 -6.812 0.7032 0.5568 0.4280
C 1.358 1.771 -0.867 0.0383 -0.0594 0.0139
C 0.590 -6.084 5.502 -0.0818 0.8112 -2.5837
C 5.712 1.991 5.688 -0.0057 -0.1461 -0.0392
C -2.245 -5.182 0.748 -0.0281 -0.0938 0.0740
C 2.681 1.601 -0.435 -0.6461 -0.6549 0.1989
C -2.984 6.928 -2.658 -0.0059 0.9903 -0.1333
C 2.600 -4.413 6.414 -0.9687 1.2004 0.1187
H -3.930 -0.331 -6.200 -0.0048 -0.3503 0.5197
H -0.991 3.918 -8.729 -0.1019 -0.1634 0.3068
H 2.476 -4.718 7.541 -0.1040 0.5358 -2.0938
H -1.448 -4.769 0.135 -0.0657 -0.2373 0.2483
H 1.193 -6.766 4.736 -1.2529 1.2201 2.0187
H 5.347 0.288 2.770 0.0482 -0.1554 0.3229
H 4.071 0.330 0.655 -0.2107 0.1950 -0.2256
H -2.856 -7.504 3.195 0.1678 0.1921 -0.2515
H -5.142 -6.609 2.917 0.2184 0.0463 -0.0971
H -5.195 9.513 -2.522 0.1833 -0.1701 -0.0134
H -1.136 -0.912 -2.992 -0.2987 -0.0735 0.1054
H -0.104 3.841 -3.833 -0.1013 -0.0418 -0.3331
H 5.944 1.109 7.642 -0.0267 -0.1033 -0.2249
H -5.394 -1.380 -2.303 0.3583 0.0275 -0.0039
H -1.876 2.394 -4.764 0.0139 0.0974 -0.2890
H 0.768 5.358 -7.762 -0.1608 -0.1638 0.0886
H -5.592 -4.822 1.257 0.2152 -0.0636 0.0273
H 0.027 -1.092 0.405 0.2588 0.2658 -0.0380
H 5.818 -1.215 6.813 -0.0522 0.0709 -0.3469
H 5.761 3.012 6.062 -0.0015 -0.2172 -0.0828
H -3.140 10.772 -3.108 0.0120 -0.2298 0.0373
H 5.470 2.599 3.634 0.0189 -0.2317 0.0932
H 1.588 -4.374 4.373 -0.8814 -0.3847 2.3083
H -0.864 7.131 -3.105 -0.3430 -0.0623 0.0691
H 3.557 -5.359 4.339 0.0196 -0.0277 0.6335
H 0.418 -3.813 5.805 1.6287 -1.4068 -0.6285
H -1.598 -0.368 -5.357 -0.1510 -0.0456 0.1837
H -0.512 -6.016 5.050 2.4122 -0.2431 1.2565
H 2.947 -3.271 6.420 -0.8456 -2.2601 -0.1723
H 2.364 -1.375 1.186 0.0100 0.2026 -0.1167
H -0.622 0.916 -0.897 0.2195 0.0064 0.0714
H -5.115 7.061 -2.236 0.3556 -0.0496 -0.0753
H -5.820 -0.825 -4.672 0.2101 -0.0199 0.1307
H 1.057 2.645 -1.440 0.2798 -0.1435 0.1625
H -0.982 9.582 -3.391 -0.1704 -0.1742 0.0648
H -3.747 -3.903 -0.122 0.0952 -0.3394 0.3035
H 1.221 5.315 -5.324 -0.1522 -0.1422 -0.0769
H 3.609 -6.548 6.600 0.3379 0.0398 -0.3800
H 5.002 -4.480 6.142 -0.6877 -1.3309 0.1112
H 5.127 -6.330 5.177 0.0273 -0.1129 0.1113
```
Forces are in eV/Å.

The value obtained for the HOMO energy is -7.53 eV. As for the HOMO-LUMO gap: 6.43 eV. As for the total energy: -91970.8723 eV. As for the SMILES: O=[N+]([O-])c1ccccc1.O=[N+]([O-])c1ccccc1.O=[N+]([O-])c1ccccc1.O=[N+]([O-])c1ccccc1.O=[N+]([O-])c1ccccc1.O=[N+]([O-])c1ccccc1.[PH4]CCCI. The calculation puts the LUMO energy at -1.100 eV.

***

2.
Below is a molecular structure, C14H7AuN3O4 at a distorted geometry, with properties calculated with ωB97M-V with the def2-TZVPD basis set.

```
29
Properties=species:S:1:pos:R:3:forces:R:3
Au -0.176 -0.641 -3.707 -0.4715 0.1126 0.4863
O -0.167 -0.645 -6.757 -0.1126 -0.0329 3.2449
O -2.478 -2.585 -3.738 1.3481 1.1168 -0.2194
O -0.690 2.329 -3.739 0.3268 -1.7081 -0.1654
O 2.677 -1.680 -3.742 -2.3235 0.9142 -0.1808
N -0.761 2.283 6.762 0.2450 -0.4919 -1.3390
N 0.303 -0.179 0.448 0.6525 -1.4074 0.0170
N 0.249 -0.582 -1.684 -0.3483 0.4190 1.5412
C -0.173 -0.645 -5.618 0.1343 0.0397 -9.3643
C 0.125 0.360 1.750 -0.1359 0.1253 0.0109
C -0.495 1.217 -3.729 -1.4145 7.4379 0.5446
C 0.391 0.199 4.179 1.0168 -1.8228 -1.2227
C -0.564 1.882 5.671 -0.0563 0.1026 0.0463
C 0.842 -1.477 0.196 -0.7080 1.2147 -0.1400
C -0.581 1.554 1.939 -0.7236 1.3010 0.8145
C 1.612 -1.292 -3.746 7.8733 -2.9090 0.0556
C 0.611 -0.306 2.891 0.3777 -0.4538 1.5776
C -0.044 0.316 -0.785 0.4614 -0.9447 1.4575
C -1.615 -1.861 -3.732 -5.6670 -4.7246 1.0041
C -0.325 1.385 4.352 -0.2643 0.5960 1.9268
C -0.806 2.060 3.226 -0.5870 0.7305 -2.3228
C 0.772 -1.710 -1.124 -0.0378 0.8597 2.0329
H -1.373 2.989 3.356 0.2315 -0.3700 -0.1227
H 1.043 -2.604 -1.615 0.1939 -0.6004 -0.6192
H -0.512 1.253 -0.947 -0.2165 0.6571 -0.1396
H 1.171 -1.241 2.831 -0.1902 0.3788 -0.0877
H -0.988 2.106 1.088 0.1230 -0.1339 0.3700
H 1.176 -2.141 0.929 0.3850 -0.5819 1.1331
H 0.775 -0.344 5.047 -0.1125 0.1756 -0.3398
```
Forces are in eV/Å.

The value obtained for the HOMO energy (alpha / beta) is -19.03 / -20.21 eV. As for the HOMO-LUMO gap (alpha / beta): 8.40 / 6.12 eV. The spin multiplicity is 3. The expectation value of S² is 2.04. As for the total energy: -30946.0326 eV. As for the total charge: +3. The calculation puts the LUMO energy (alpha / beta) at -10.627 / -14.092 eV.